No. 1
Below is a cluster of 3 separate species, C19H47N2O4P in total, with properties calculated with ωB97M-V with the def2-TZVPD basis set.

The HOMO energy is -8.0 eV. As for the spin multiplicity: 1. The total charge is 0. The calculation puts the orbital gap at 8.74 eV.

Geometry (Å):
1 H -6.18689 -0.80355 -2.86603
2 H -4.84212 6.39684 4.34674
3 C -3.91650 4.41114 3.01350
4 H 7.69059 -5.65163 -2.11622
5 H -2.42579 8.23295 3.95438
6 H -4.00740 8.43919 3.18688
7 H -5.40067 -0.06309 0.24648
8 H -3.84421 8.53646 4.94314
9 H 2.33398 -5.17352 -1.48803
10 C 0.44052 -2.98092 -0.97032
11 H 6.12895 -5.79541 -1.33157
12 H -3.35397 3.90237 5.07042
13 H 5.59187 -4.53126 -5.24690
14 C 0.17207 -3.89405 0.19402
15 H 6.40819 -3.45432 -1.98801
16 C -1.38543 1.40024 0.70043
17 H -1.09025 5.95342 4.48984
18 H -3.26772 6.15514 5.08637
19 C 3.84231 -3.94606 -2.43566
20 P -2.98391 0.50485 0.13127
21 N 4.95272 -3.95601 -3.37322
22 C -3.49062 8.01948 4.05049
23 H -0.02188 -4.89956 -0.15305
24 C -3.36699 3.45235 4.07780
25 H 0.97436 -0.52105 -1.86910
26 H 2.31018 -0.35725 -0.77239
27 H 1.03051 -3.92290 0.85507
28 H 3.49928 -3.21403 -5.56806
29 H 3.40685 -4.82731 -6.28250
30 H -1.52526 2.48011 0.71683
31 H 3.00465 -3.43269 -2.91041
32 H 3.96709 -5.68778 -1.10755
33 O -0.26788 -2.92704 -1.96582
34 C 6.61390 -5.57804 -2.28208
35 H 0.59982 1.83123 -0.10110
36 H 4.68822 -5.79335 -4.42496
37 C -4.55358 -0.46783 -0.31016
38 H -0.40346 -0.96401 0.40331
39 N -3.41847 5.77402 2.99280
40 H -3.75610 3.97245 2.02398
41 H 3.27087 -6.04883 -2.69035
42 O 1.56837 -2.21967 -0.82581
43 H -2.28644 -0.13536 -0.93580
44 H 0.98074 -0.19373 1.14375
45 H -4.42921 -1.50372 0.02865
46 H -3.64365 1.73430 -0.11106
47 C -0.17286 1.07310 -0.16830
48 H 0.01804 6.04832 3.12833
49 H 6.33943 -6.35689 -2.99375
50 O -6.10916 -0.89460 -1.91350
51 C 1.33118 -0.81082 -0.88579
52 H -2.35908 3.11520 3.83859
53 H -0.50798 0.98256 -1.20168
54 C 4.73109 -4.70519 -4.59556
55 C 0.42936 -0.28864 0.21413
56 H -3.11912 -0.06180 1.43932
57 C -0.90793 5.58804 3.47852
58 H -5.00356 4.46161 3.12973
59 H -3.99678 2.56168 4.13098
60 C 3.33668 -5.29552 -1.90432
61 C -3.77009 6.53028 4.18012
62 H 7.00302 -3.90087 -3.56054
63 H 2.56742 -4.49311 -4.77679
64 H -1.17370 1.08419 1.72144
65 H 4.11062 -3.30744 -1.59182
66 C 6.26709 -4.17512 -2.79802
67 O -4.76618 -0.41985 -1.68809
68 H -0.73171 4.51468 3.53081
69 C 3.47544 -4.28039 -5.34134
70 C -2.05524 5.94201 2.52110
71 H -0.66408 -3.51032 0.76493
72 H -1.93321 6.98237 2.21173
73 H -1.94629 5.36399 1.59980

=====

No. 2
Below is a cluster of 3 separate species, C19H47N6O6P3S in total, with properties calculated with ωB97M-V with the def2-TZVPD basis set.

Its energy above the lowest of the compared OMol25 structures with the same formula, charge and spin is 914.1 kJ/mol. The HOMO energy is 0.4 eV. As for the spin multiplicity: 1. The total charge is -2. The calculation puts the orbital gap at 0.73 eV.

Geometry (Å):
1 H -2.48825 -0.82651 -3.95141
2 C -0.54964 3.97330 7.43891
3 H -1.46678 2.40470 -2.10450
4 C -1.74473 2.06560 0.31353
5 C -1.32278 0.05999 1.48417
6 C -4.67709 0.23807 -2.47022
7 H -2.79695 0.57877 9.13415
8 O -0.99612 -1.09279 -6.64950
9 C -1.58742 -0.76629 7.42254
10 N -1.64878 0.28828 -2.33905
11 C -1.52669 -0.65023 -3.46203
12 H -0.82143 -0.29432 -4.22279
13 H 2.69053 -1.24440 -9.43739
14 H -2.14685 2.16215 8.87075
15 H -4.97226 -0.80522 -2.31266
16 H 1.68100 -0.84579 4.61141
17 H -1.53860 3.91229 7.90084
18 C 2.42245 -2.15304 -7.30890
19 H 7.31246 -3.26185 -7.17215
20 H 3.97191 -0.67965 -8.17563
21 H 7.36163 -1.36963 -5.76630
22 H 7.29399 -1.99229 -8.58362
23 H -1.15052 -1.61841 -3.12493
24 N -2.11809 0.66270 0.39640
25 H 0.74064 -5.05275 -6.44763
26 H 1.23597 3.33018 9.12095
27 H -5.58425 0.84183 -2.59189
28 N 0.13381 2.67342 7.43671
29 H 1.96404 0.90664 4.57412
30 H 6.66923 -0.19004 -7.07604
31 C 6.64363 -2.41215 -7.67804
32 C -0.13330 -1.25714 -7.68571
33 O -0.02817 2.29831 5.12393
34 C 6.47141 -1.23664 -6.54798
35 H -0.90941 1.80450 -3.61856
36 H -2.64093 1.91309 -3.32951
37 H -1.40662 0.64186 2.41251
38 C 5.25128 -3.14437 -8.13834
39 H -1.99698 -1.27719 8.30397
40 H 1.26145 -0.29744 8.05718
41 P -2.48592 -0.35120 -0.96935
42 P 0.27134 -3.69341 -6.31017
43 H -0.26076 -0.00122 1.21837
44 H -1.76883 2.53882 1.30828
45 H 2.42368 -1.28076 -6.49355
46 C -1.68864 1.65458 -2.85789
47 N -3.84534 0.73316 -1.34956
48 H 2.45157 0.65351 7.11394
49 C 1.66550 -0.10445 7.06034
50 H 0.02461 4.74083 7.97179
51 C 0.88015 -2.54498 -7.75997
52 O -1.30339 -1.29447 -0.63860
53 N -1.15223 0.61436 7.76572
54 C -4.81101 0.85771 -0.22469
55 H -2.45869 2.64734 -0.27472
56 H 2.14498 -1.05516 6.77702
57 H 0.43002 0.20375 3.98792
58 H -3.12637 1.41358 7.59797
59 C 1.20710 0.13478 4.75739
60 P -0.55109 1.51492 6.35292
61 N 0.62684 0.25730 6.10917
62 O -0.19165 -0.20024 -8.72885
63 H -1.18385 -3.76997 -6.26496
64 H -5.66054 1.49321 -0.50775
65 H -0.02864 2.17386 9.51744
66 C -2.36329 1.22408 8.36100
67 C 0.71349 2.43400 8.75739
68 H -4.38640 1.33815 0.65777
69 H -0.68778 4.34552 6.42162
70 H -1.68975 -0.94259 1.73090
71 C 3.37364 -1.62824 -8.53636
72 H -2.35355 -0.75363 6.63770
73 O 4.98376 -4.36109 -7.58934
74 H -0.77026 -1.40544 7.08552
75 H -4.16490 0.30911 -3.42900
76 S 0.80081 -2.94387 -4.55063
77 H -5.19386 -0.12524 0.07579
78 H 2.83949 -3.10444 -6.73838
79 O 4.27020 -2.64241 -9.11178
80 H -0.73506 2.19625 -0.08494
81 H 5.42019 -1.22983 -6.00712
82 H 1.48169 1.66629 8.75440

=====

No. 3
Below is a structure of composition C19H48AgO13P3, with properties calculated with ωB97M-V with the def2-TZVPD basis set.

Its energy above the lowest of the compared OMol25 structures with the same formula, charge and spin is 0.0 kJ/mol. The HOMO energy (alpha / beta) is -12.1 / -12.1 eV. As for the spin multiplicity: 2. The total charge is +1. The calculation puts the orbital gap (alpha / beta) at 8.67 / 6.64 eV.

Geometry (Å):
1 H -1.34135 -0.65822 -0.50123
2 H -2.41386 1.48929 0.50011
3 P -1.58930 -6.17437 1.15481
4 C 4.15060 0.97671 3.52805
5 C -3.42632 -2.75229 1.26655
6 O 2.15166 1.87886 -2.34539
7 O -0.27118 2.15129 2.21996
8 H -2.43999 -6.45994 3.76424
9 Ag 2.55646 -0.06712 -1.02651
10 C -0.86537 1.69878 -5.36698
11 H -0.70065 -8.26349 -2.69063
12 O 0.44060 -0.70032 -1.50410
13 O -0.25420 -6.50677 2.00490
14 C -1.46340 -6.65889 4.21036
15 O 2.06633 2.08930 3.12821
16 H -0.17997 -8.16189 -0.98065
17 H 2.90948 6.15676 -3.16332
18 O 1.31699 2.43408 -4.64973
19 H -0.01223 6.23427 2.08398
20 H -2.35352 3.61733 -0.63847
21 H -2.72879 2.41352 1.94406
22 H -1.28044 -3.05396 0.74738
23 C 3.72614 5.13187 -1.52993
24 H -1.36395 0.72335 3.27559
25 H 3.77285 2.43445 1.99145
26 O -2.07623 -4.72815 1.67767
27 H -0.76079 4.59757 2.09371
28 C -2.23258 -3.58453 0.82232
29 H -1.72897 4.92337 -1.56812
30 H -3.35491 0.82305 1.80926
31 H -3.60826 -2.06300 0.44027
32 C -0.91797 -0.86270 -1.49118
33 H -1.50262 1.93913 -4.51108
34 C -1.85471 3.83692 -1.58576
35 H 3.83297 6.10693 -1.05848
36 H 1.03340 0.70222 -5.67744
37 H 3.95470 0.12046 2.88191
38 H -4.24617 -3.45802 1.40875
39 H -0.09276 2.99378 -0.68860
40 C -0.04380 5.24986 1.61246
41 C -0.57318 3.03980 -1.66364
42 C 3.49134 2.26460 3.03867
43 H -1.36990 0.82338 -5.79172
44 H -1.46845 -7.75142 4.25765
45 H 0.62228 -6.63849 3.77594
46 H -1.40194 -0.20554 -2.22360
47 C -1.49075 -6.54367 -1.45206
48 O -2.58405 -7.24156 1.25734
49 H -0.68091 0.21990 1.68500
50 H 3.61450 4.30746 -0.82189
51 P 1.61269 2.96903 -3.20723
52 O 1.50409 3.41508 1.03823
53 C 0.50031 1.25374 -4.90078
54 H 0.60185 0.63903 -4.00154
55 H -2.54833 3.68858 -2.41359
56 H 0.44138 -7.07179 -2.29220
57 H 2.06233 5.34816 1.14842
58 C -0.42370 -7.59291 -1.87565
59 O -0.99618 -5.85685 -0.31030
60 H 3.90359 3.13516 3.55037
61 H -1.44016 -6.29605 5.23558
62 O 2.57676 4.15758 -3.49181
63 H -1.25347 -1.87445 -1.75648
64 O 1.49901 0.86730 0.90089
65 H -0.86825 2.50387 -6.09129
66 O 0.25378 3.62435 -2.68548
67 H -0.26279 5.43637 0.56173
68 H -0.80070 2.02100 -1.98643
69 H -2.49796 -3.99640 -0.15419
70 C 2.63813 5.28052 -2.57939
71 C -0.28118 -6.15793 3.39896
72 H 4.66174 4.84990 -2.02373
73 C -1.15853 1.01886 2.25009
74 H -2.39335 -7.09287 -1.18697
75 C -2.46419 1.41073 1.58926
76 H 1.87152 4.71901 2.67269
77 H -1.56889 -5.86306 -2.29806
78 P 1.24296 2.03947 1.76861
79 H 3.81291 0.66747 4.51787
80 H 5.23377 1.10235 3.60541
81 H -0.10250 -5.09295 3.55496
82 C 1.37250 4.70100 1.70015
83 H -3.36574 -2.22585 2.21868
84 H 1.66973 5.42864 -2.10681

=====

| no. | calculated total energy (a.u.) |
| --- | --- |
| 1 | -1503.71470 |
| 2 | -2953.90297 |
| 3 | -2901.88956 |